Formula: C16H12N4O3S3
Source: OMol25
Level of theory: ωB97M-V with the def2-TZVPD basis set

- Lowest unoccupied orbital energy: -0.2872 eV
- SMILES: O=S(=O)(Nc1cc(Sc2cnn[nH]2)c(O)c2ccccc12)c1cccs1
- 2S+1: 1
- Strongest force on any atom: 0.1209 hartree/bohr

CARTESIAN COORDINATES (ANGSTROEM)
O: -4.442 -1.181 0.545
S: -2.945 -1.386 0.397
O: -2.565 -1.772 1.754
N: -2.491 0.160 -0.247
C: -1.099 0.527 -0.073
C: -0.203 0.281 -1.163
C: 1.173 0.492 -1.105
S: 2.114 0.147 -2.590
C: 2.227 -1.595 -2.255
C: 2.085 -2.580 -3.180
N: 2.224 -3.709 -2.601
N: 2.640 -3.534 -1.336
N: 2.659 -2.170 -1.106
C: 1.749 1.070 0.002
O: 3.118 1.389 0.035
C: 0.931 1.200 1.180
C: 1.479 1.633 2.377
C: 0.752 1.930 3.555
C: -0.599 1.719 3.510
C: -1.174 1.167 2.401
C: -0.513 0.971 1.158
C: -2.474 -2.569 -0.995
C: -3.442 -2.928 -1.861
C: -2.985 -4.102 -2.567
C: -1.816 -4.688 -2.083
S: -1.130 -3.590 -0.863
H: -2.686 0.143 -1.281
H: -0.547 -0.196 -2.112
H: 1.522 -2.406 -4.149
H: 2.783 -1.772 -0.157
H: 3.598 1.137 -0.801
H: 2.598 1.859 2.415
H: 1.339 2.191 4.425
H: -1.318 1.654 4.285
H: -2.188 0.861 2.383
H: -4.398 -2.370 -1.936
H: -3.489 -4.489 -3.441
H: -1.402 -5.686 -2.392

=====

Formula: C16H12N4O5S3W
Source: OMol25
Level of theory: ωB97M-V with the def2-TZVPD basis set

- Lowest unoccupied orbital energy: -3.0073 eV
- 2S+1: 1
- Strongest force on any atom: 0.0101 hartree/bohr
- Energy relative to the best compared isomer or geometry (same formula, charge and spin): 0.00 kJ/mol

CARTESIAN COORDINATES (ANGSTROEM)
W: 0.216 -1.098 1.411
C: 1.179 -2.510 2.883
C: 0.172 -3.311 2.286
C: 0.105 -3.441 0.901
C: 1.025 -2.755 0.071
C: 2.219 -2.265 0.692
C: 2.294 -2.148 2.067
H: 1.209 -2.356 3.950
H: -0.629 -3.705 2.896
H: -0.750 -3.928 0.454
H: 0.942 -2.787 -1.005
H: 3.023 -1.897 0.073
H: 3.146 -1.663 2.519
S: 1.524 0.360 -0.141
C: 2.196 1.141 1.255
S: 1.378 0.571 2.695
C: 3.216 2.032 1.266
C: 3.891 2.382 0.054
N: 4.428 2.622 -0.933
C: 3.658 2.605 2.500
N: 4.022 3.056 3.493
O: -1.486 -1.160 2.751
N: -2.378 -1.567 1.940
O: -1.885 -1.718 0.812
N: -1.073 0.678 0.875
C: -1.475 0.944 -0.526
C: -1.842 2.244 -0.836
C: -2.220 2.556 -2.133
C: -2.216 1.575 -3.113
C: -1.843 0.278 -2.791
C: -1.468 -0.043 -1.497
S: -2.636 1.974 -4.821
O: -1.328 2.220 -5.400
O: -3.292 0.765 -5.287
O: -3.487 3.140 -4.696
H: -1.902 0.690 1.467
H: -0.524 1.481 1.176
H: -1.837 3.010 -0.066
H: -2.528 3.558 -2.402
H: -1.865 -0.473 -3.569
H: -1.181 -1.060 -1.268

=====

Formula: C16H13AsF6N8O9PtS3
Source: OMol25
Level of theory: ωB97M-V with the def2-TZVPD basis set

- Lowest unoccupied orbital energy (spin up / spin down): -3.2881 / -2.7097 eV
- 2S+1: 2
- Strongest force on any atom: 0.0666 hartree/bohr
- Total charge: -1
- Expectation value of S²: 0.760

CARTESIAN COORDINATES (ANGSTROEM)
Pt: 0.092 2.779 -0.116
O: 2.960 1.870 1.142
S: 2.877 1.382 -0.199
O: 4.098 1.187 -0.932
O: 1.898 2.153 -1.065
C: 2.040 -0.222 -0.168
C: 2.049 -0.937 -1.280
C: 1.062 -2.037 -1.498
C: -0.876 -2.263 -0.499
C: -0.848 -1.464 0.811
C: -0.348 -0.027 0.657
S: -0.920 1.235 1.906
O: -1.319 0.538 3.092
O: -2.004 1.941 1.210
O: 0.259 2.100 2.040
H: 2.746 -0.685 -2.065
H: 1.388 -2.732 -2.275
H: -1.699 -2.957 -0.645
H: -1.670 -1.601 1.504
N: -3.824 4.904 0.849
N: -3.196 4.124 -0.040
N: -3.814 3.237 -0.775
C: -2.843 2.770 -1.535
N: -1.682 3.378 -1.268
N: -1.937 4.230 -0.303
H: -4.394 4.381 1.503
H: -3.162 5.556 1.264
H: -2.979 2.026 -2.291
F: 0.469 5.162 0.112
As: -0.076 6.867 -0.291
F: 1.309 7.024 -1.318
F: 0.807 7.390 1.109
F: -0.581 8.524 -0.626
F: -1.519 6.687 0.749
F: -1.036 6.319 -1.659
O: 1.236 -7.738 2.898
S: 2.267 -6.815 2.487
O: 2.517 -5.707 3.368
O: 3.411 -7.370 1.798
C: 1.431 -6.038 0.997
N: 1.038 -6.914 0.120
C: 0.498 -6.428 -0.990
C: 0.367 -5.064 -1.181
C: 0.796 -4.223 -0.147
N: 1.337 -4.743 0.954
C: 0.564 -2.765 -0.217
C: 0.593 -1.943 1.089
C: 1.110 -0.493 0.950
N: -0.530 0.616 -0.579
C: -0.535 -0.026 -1.671
C: -0.394 -1.508 -1.753
H: 0.159 -7.151 -1.719
H: -0.064 -4.667 -2.086
H: 0.882 -2.493 1.978
H: 1.483 -0.047 1.874
H: -0.670 0.542 -2.582
H: -0.824 -1.866 -2.688

=====

Formula: C16H13BrN2O3
Source: OMol25
Level of theory: ωB97M-V with the def2-TZVPD basis set

- Lowest unoccupied orbital energy: -0.1543 eV
- SMILES: COc1ccn2c(=O)n(-c3cccc(Br)c3C)c(=O)cc2c1
- 2S+1: 1
- Strongest force on any atom: 0.0883 hartree/bohr
- Energy relative to the best compared isomer or geometry (same formula, charge and spin): 117.02 kJ/mol

CARTESIAN COORDINATES (ANGSTROEM)
C: 1.456 -2.324 -5.446
O: 1.813 -1.050 -4.978
C: 1.347 -0.676 -3.753
C: 1.910 0.576 -3.309
C: 1.513 1.121 -2.068
N: 0.609 0.419 -1.222
C: 0.268 0.937 0.037
O: 0.795 2.017 0.348
N: -0.640 0.339 0.870
C: -0.974 0.907 2.112
C: -1.787 2.074 2.108
C: -2.157 2.670 3.324
C: -1.715 2.152 4.529
C: -0.862 1.011 4.546
Br: -0.378 0.343 6.259
C: -0.470 0.401 3.348
C: 0.456 -0.806 3.396
C: -1.219 -0.840 0.474
O: -1.996 -1.478 1.181
C: -0.771 -1.482 -0.807
C: 0.101 -0.811 -1.632
C: 0.421 -1.368 -2.929
H: 0.413 -2.291 -5.707
H: 2.043 -2.552 -6.321
H: 1.645 -3.101 -4.699
H: 2.577 1.161 -3.966
H: 1.876 2.114 -1.753
H: -2.206 2.502 1.203
H: -2.797 3.525 3.338
H: -2.077 2.552 5.484
H: 0.934 -1.013 2.452
H: 1.256 -0.616 4.131
H: -0.114 -1.672 3.738
H: -1.252 -2.408 -1.099
H: -0.016 -2.333 -3.191

=====

Formula: C16H13ClN4OS2
Source: OMol25
Level of theory: ωB97M-V with the def2-TZVPD basis set

- Lowest unoccupied orbital energy: 0.2020 eV
- SMILES: Cc1noc(C)c1CSc1nnc2scc(-c3ccc(Cl)cc3)n12
- 2S+1: 1
- Strongest force on any atom: 0.0243 hartree/bohr

CARTESIAN COORDINATES (ANGSTROEM)
C: -0.590 -2.347 -2.381
C: -0.713 -0.919 -1.998
N: -1.874 -0.376 -1.743
O: -1.671 0.944 -1.491
C: -0.363 1.217 -1.584
C: 0.113 2.600 -1.354
C: 0.315 0.067 -1.909
C: 1.778 -0.103 -2.010
S: 2.517 -0.143 -0.312
C: 1.841 -1.677 0.174
N: 2.314 -2.835 -0.206
N: 1.520 -3.814 0.229
C: 0.549 -3.239 0.889
S: -0.898 -3.749 1.665
C: -1.273 -2.080 1.981
C: -0.342 -1.203 1.539
C: -0.385 0.245 1.719
C: -1.590 0.925 1.544
C: -1.654 2.292 1.726
C: -0.511 2.986 2.093
Cl: -0.583 4.699 2.305
C: 0.691 2.322 2.290
C: 0.750 0.954 2.104
N: 0.694 -1.869 0.908
H: -0.495 -2.423 -3.464
H: -1.482 -2.885 -2.075
H: 0.289 -2.810 -1.940
H: 0.913 2.599 -0.615
H: -0.708 3.215 -0.999
H: 0.502 3.022 -2.280
H: 2.256 0.748 -2.493
H: 2.062 -1.031 -2.503
H: -2.170 -1.837 2.514
H: -2.470 0.382 1.237
H: -2.584 2.818 1.578
H: 1.571 2.869 2.586
H: 1.682 0.437 2.274

=====

Formula: C16H13F3N4O6S
Source: OMol25
Level of theory: ωB97M-V with the def2-TZVPD basis set

- Lowest unoccupied orbital energy: -2.0194 eV
- 2S+1: 1
- Strongest force on any atom: 0.0712 hartree/bohr

CARTESIAN COORDINATES (ANGSTROEM)
C: -2.756 -0.719 1.755
C: -1.497 -1.409 1.402
C: -1.371 -2.837 1.759
N: -0.558 -0.772 0.717
C: 0.858 -0.841 1.014
C: 1.574 0.339 1.220
C: 2.897 0.304 1.657
C: 3.454 -0.917 2.041
C: 2.759 -2.111 1.810
C: 1.501 -2.073 1.194
H: -3.619 -1.264 1.350
H: -2.854 -0.742 2.850
H: -2.805 0.326 1.456
H: -2.342 -3.223 2.094
H: -1.066 -3.444 0.890
H: -0.674 -3.006 2.590
H: 1.062 1.291 1.086
H: 3.465 1.234 1.722
H: 4.445 -0.939 2.494
H: 3.185 -3.076 2.102
H: 0.997 -2.993 0.880
O: -0.292 3.208 1.361
S: -1.210 2.690 0.371
O: -2.535 2.220 0.731
C: -1.540 4.051 -0.876
F: -2.293 5.003 -0.303
F: -0.390 4.608 -1.318
F: -2.208 3.533 -1.932
C: -0.431 1.412 -0.579
C: -0.951 -0.026 -0.458
C: -0.559 -0.760 -1.691
N: -0.989 -2.025 -2.009
O: -1.798 -2.816 -1.545
O: -0.368 -2.329 -3.279
N: 0.462 -1.326 -3.668
C: 0.342 -0.368 -2.678
C: 1.023 0.885 -2.519
N: 2.171 1.338 -3.259
O: 2.755 0.608 -4.087
O: 2.577 2.507 -3.021
C: 0.567 1.740 -1.470
H: -2.055 0.021 -0.492
H: 1.069 2.696 -1.363